Below is a 8-piece molecular cluster, C48H69FN7O6P overall in a non-equilibrium geometry, with properties calculated with wB97M-V/def2-TZVPD.

Last column: Mulliken charge in e.
Geometry (Å):
1 C 3.1053 -1.3739 4.0576  -0.68
2 C 1.6616 -1.2891 3.5920  0.56
3 O 0.8901 -2.1888 3.7572  -0.51
4 O 1.3851 -0.1027 2.9229  -0.13
5 C 0.0639 0.3186 2.9960  0.07
6 O -0.8050 -0.2650 2.4103  -0.36
7 C -0.2569 1.5899 3.7881  -0.86
8 C -0.9873 2.5264 2.8602  0.53
9 C -2.2580 2.8833 3.0472  0.89
10 C -3.1534 2.4787 4.2016  -1.65
11 C -3.2552 0.9831 4.4531  0.41
12 C -2.9767 0.5643 5.7314  -0.48
13 C -3.0570 -0.7487 6.1215  -0.94
14 C -3.3926 -1.6885 5.1786  -0.64
15 C -3.6575 -1.2860 3.8915  1.20
16 C -3.9930 -2.3898 2.8968  -1.60
17 C -3.6166 0.0336 3.5200  -0.49
18 C -2.8514 3.8301 2.0283  0.00
19 O -3.8227 4.5024 2.2908  -0.57
20 C -2.1702 3.9655 0.6727  0.11
21 C -2.9168 4.5628 -0.5268  -0.06
22 C -2.4580 5.9985 -0.8441  -1.40
23 F -4.2769 4.4724 -0.3759  -0.28
24 C -0.8950 3.5956 0.5078  0.19
25 P 0.0605 3.7425 -1.0627  0.17
26 O 1.4566 3.2631 -0.9982  -0.43
27 C -0.1635 3.0341 1.7014  0.64
28 O 1.0385 2.9981 1.8141  -0.61
29 H 3.6574 -1.7455 3.1873  0.06
30 H 3.4442 -0.3494 4.2306  0.26
31 H 3.1837 -2.0234 4.9225  0.33
32 H -0.7561 1.4040 4.7346  0.65
33 H 0.7089 2.0604 4.0209  0.48
34 H -2.8870 2.9859 5.1328  0.41
35 H -4.1592 2.8374 3.9527  0.39
36 H -2.6826 1.3067 6.4709  0.42
37 H -2.8482 -0.9799 7.1596  0.40
38 H -3.4355 -2.7332 5.4646  0.44
39 H -3.0999 -3.0145 2.7760  0.24
40 H -4.7910 -3.0372 3.2606  0.46
41 H -4.2110 -1.9097 1.9459  0.28
42 H -3.8477 0.3271 2.5016  0.51
43 H -2.6502 3.9278 -1.3818  0.29
44 H -3.2771 6.6926 -0.6439  0.39
45 H -2.2165 6.0669 -1.9085  0.32
46 H -1.5656 6.2917 -0.2923  0.42
47 H -0.6558 3.0451 -2.0655  0.08
48 H 0.0801 5.1140 -1.4156  0.05
49 C 1.6035 -2.2323 -0.6151  -1.54
50 C 2.6986 -3.0149 -1.3292  0.30
51 C 3.4961 -3.9188 -0.3794  -0.43
52 C 4.1564 -3.1177 0.6603  0.28
53 N 4.6701 -2.4893 1.4767  -0.69
54 H 2.0169 -1.5519 0.1327  0.21
55 H 1.0457 -1.6280 -1.3291  0.44
56 H 0.9009 -2.9041 -0.1155  0.49
57 H 3.3640 -2.3203 -1.8175  -0.18
58 H 2.2507 -3.6313 -2.1093  0.27
59 H 4.2606 -4.4717 -0.9266  0.30
60 H 2.8359 -4.6439 0.0992  0.39
61 C 1.1150 5.5638 4.0311  -0.52
62 C 0.5272 6.9551 4.2303  -0.49
63 C 0.2152 7.2562 5.6993  -0.53
64 C -0.7682 6.2914 6.2163  0.33
65 N -1.5376 5.5372 6.6203  -0.45
66 H 0.4123 4.7854 4.3360  -0.05
67 H 1.3491 5.3953 2.9801  0.17
68 H 2.0349 5.4400 4.6060  0.38
69 H -0.3842 7.0484 3.6351  0.24
70 H 1.2312 7.7007 3.8555  0.36
71 H -0.1921 8.2622 5.8034  0.31
72 H 1.1209 7.1947 6.3042  0.29
73 C -2.0131 -6.4479 2.3768  -1.03
74 C -2.1690 -7.1192 1.0162  -0.47
75 C -2.6282 -6.1485 -0.0764  -0.14
76 C -3.9376 -5.5720 0.2636  0.22
77 N -4.9572 -5.1164 0.5402  -0.46
78 H -2.9633 -6.0514 2.7383  0.30
79 H -1.6575 -7.1658 3.1164  0.35
80 H -1.2948 -5.6267 2.3300  0.23
81 H -2.8841 -7.9401 1.1019  0.29
82 H -1.2133 -7.5564 0.7205  0.32
83 H -2.7124 -6.6660 -1.0323  0.29
84 H -1.9076 -5.3376 -0.1938  0.10
85 C -6.5490 2.7557 -0.5283  -1.00
86 C -7.8353 1.9592 -0.7162  -0.56
87 C -8.2117 1.1471 0.5248  -0.49
88 C -7.1478 0.1859 0.8361  0.28
89 N -6.3033 -0.5562 1.0762  -0.40
90 H -5.6941 2.1012 -0.3520  0.28
91 H -6.3308 3.3408 -1.4208  0.35
92 H -6.6328 3.4438 0.3147  0.30
93 H -7.7212 1.2903 -1.5720  0.33
94 H -8.6519 2.6445 -0.9524  0.34
95 H -9.1406 0.6017 0.3563  0.31
96 H -8.3572 1.8034 1.3841  0.27
97 C 5.0249 -6.0625 -5.9949  -1.32
98 C 4.2723 -4.7530 -5.7793  -0.41
99 C 4.1042 -4.4099 -4.2963  0.25
100 C 3.3338 -5.4766 -3.6171  0.14
101 N 2.7381 -6.3164 -3.1022  -0.57
102 H 4.4837 -6.9108 -5.5726  0.35
103 H 5.1527 -6.2571 -7.0604  0.39
104 H 6.0156 -6.0253 -5.5367  0.30
105 H 3.2937 -4.8210 -6.2599  0.32
106 H 4.8127 -3.9425 -6.2685  0.26
107 H 3.5777 -3.4619 -4.1786  -0.02
108 H 5.0792 -4.3140 -3.8157  0.35
109 C 4.4078 -1.3025 -9.6603  -1.07
110 C 3.0991 -0.8361 -9.0322  -0.42
111 C 3.3106 0.0353 -7.7894  -0.44
112 C 4.0317 -0.7144 -6.7515  0.26
113 N 4.5898 -1.3059 -5.9379  -0.41
114 H 4.9789 -1.9311 -8.9752  0.28
115 H 4.2109 -1.8928 -10.5553  0.33
116 H 5.0311 -0.4526 -9.9459  0.30
117 H 2.4976 -1.7088 -8.7698  0.29
118 H 2.5313 -0.2657 -9.7696  0.31
119 H 2.3507 0.3553 -7.3835  0.27
120 H 3.8854 0.9278 -8.0408  0.30
121 C 4.2150 2.4670 -1.2367  -1.00
122 C 5.3327 1.4312 -1.3254  -0.43
123 C 5.3404 0.6730 -2.6585  -0.43
124 C 4.0766 -0.0502 -2.8388  0.33
125 N 3.0767 -0.6067 -2.9493  -0.55
126 H 3.2289 2.0044 -1.2940  0.33
127 H 4.2654 3.0005 -0.2879  0.31
128 H 4.2953 3.2007 -2.0422  0.29
129 H 5.2289 0.7222 -0.5010  0.24
130 H 6.2959 1.9303 -1.1997  0.34
131 H 6.1606 -0.0455 -2.6827  0.32
132 H 5.4726 1.3632 -3.4932  0.33

Relative energy (zero: lowest compared OMol25 entry of this formula, charge and spin), kcal/mol: 16.4
Charge: 0
Orbital gap, eV: 6.905